1.
{"formula": "H4OS2", "method": "ωB97M-V/def2-TZVPD", "species": ["S", "S", "H", "H", "H", "H", "O"], "xyz": [[-0.80, 0.60, 1.22], [0.64, -0.69, 0.64], [-2.03, 0.45, 0.66], [0.54, -0.53, -0.76], [0.29, -0.73, -2.92], [1.23, 0.42, -3.10], [0.31, 0.23, -2.95]], "total_energy_ha": -873.96327, "orbital_gap_ev": [3.20, 7.97], "homo_ev": [0.45, -4.19], "de_lowest_kj_mol": 124.1, "lumo_ev": [3.657, 3.780], "charge": -1, "spin_multiplicity": 2}

2.
{"formula": "C4H7NO3", "method": "ωB97M-V/def2-TZVPD", "species": ["N", "C", "C", "C", "O", "C", "O", "O", "H", "H", "H", "H", "H", "H", "H"], "xyz": [[2.33, -0.57, -0.46], [0.90, 0.17, -0.44], [-0.25, -0.54, -1.20], [-1.69, -0.01, -0.72], [-2.71, -0.38, -1.45], [0.44, 0.36, 1.13], [1.13, -0.16, 2.01], [-0.26, 1.32, 1.31], [2.09, -1.53, -0.46], [2.68, -0.38, 0.48], [1.10, 1.22, -0.77], [-0.35, -1.58, -0.94], [-0.09, -0.62, -2.32], [-1.81, -0.32, 0.31], [-1.75, 1.12, -0.66]], "total_energy_ha": -436.98422, "orbital_gap_ev": 5.75, "homo_ev": 1.38, "smiles": "N[C@@H](CC[O-])C(=O)[O-]", "de_lowest_kj_mol": 192.8, "lumo_ev": 7.131, "charge": -2}

3.
{"formula": "C22H32N4O7", "method": "ωB97M-V/def2-TZVPD", "species": ["C", "C", "C", "C", "C", "N", "C", "O", "C", "C", "N", "C", "O", "C", "N", "C", "O", "C", "N", "C", "O", "O", "C", "C", "C", "C", "C", "C", "C", "C", "O", "O", "C", "H", "H", "H", "H", "H", "H", "H", "H", "H", "H", "H", "H", "H", "H", "H", "H", "H", "H", "H", "H", "H", "H", "H", "H", "H", "H", "H", "H", "H", "H", "H", "H"], "xyz": [[-5.06, -2.52, -0.46], [-3.75, -1.93, 0.04], [-2.82, -1.51, -1.11], [-2.20, -2.72, -1.81], [-1.70, -0.58, -0.59], [-0.94, -1.17, 0.49], [0.31, -1.64, 0.31], [0.86, -1.68, -0.77], [1.01, -2.14, 1.59], [0.95, -3.66, 1.64], [2.38, -1.68, 1.54], [2.74, -0.49, 2.06], [2.07, 0.14, 2.84], [4.11, -0.01, 1.54], [4.06, 0.21, 0.11], [4.19, -0.81, -0.76], [4.44, -1.95, -0.43], [3.95, -0.41, -2.22], [2.55, -0.10, -2.42], [2.08, 1.14, -2.15], [2.77, 2.10, -1.89], [0.73, 1.17, -2.26], [0.13, 2.45, -2.08], [0.17, 2.95, -0.67], [-0.21, 4.27, -0.42], [-0.19, 4.77, 0.87], [0.21, 3.96, 1.93], [0.57, 2.65, 1.69], [0.55, 2.15, 0.40], [-2.31, 0.76, -0.19], [-2.78, 1.53, -0.98], [-2.32, 0.94, 1.13], [-2.89, 2.16, 1.59], [-4.90, -3.43, -1.03], [-5.58, -1.81, -1.10], [-5.71, -2.76, 0.38], [-3.97, -1.06, 0.66], [-3.24, -2.67, 0.67], [-3.40, -0.93, -1.83], [-2.98, -3.35, -2.23], [-1.55, -2.39, -2.62], [-1.61, -3.31, -1.11], [-1.00, -0.38, -1.41], [-1.32, -1.08, 1.42], [0.55, -1.69, 2.48], [1.49, -4.02, 2.51], [1.41, -4.07, 0.75], [-0.08, -4.00, 1.70], [2.98, -2.13, 0.86], [4.37, 0.92, 2.04], [4.86, -0.78, 1.75], [3.77, 1.12, -0.23], [4.53, 0.48, -2.47], [4.23, -1.24, -2.87], [1.89, -0.86, -2.33], [-0.91, 2.31, -2.40], [0.62, 3.18, -2.74], [-0.50, 4.90, -1.24], [-0.48, 5.80, 1.05], [0.23, 4.36, 2.93], [0.89, 2.01, 2.50], [0.84, 1.12, 0.22], [-2.67, 2.22, 2.65], [-3.97, 2.15, 1.43], [-2.46, 3.01, 1.06]], "total_energy_ha": -1603.37342, "orbital_gap_ev": 9.73, "homo_ev": -9.08, "smiles": "CC[C@H](C)[C@H](NC(=O)[C@@H](C)NC(=O)CNC(=O)CNC(=O)OCc1ccccc1)C(=O)OC", "lumo_ev": 0.650}

4.
{"formula": "C24H19Br4N7O6Zr", "method": "ωB97M-V/def2-TZVPD", "species": ["Zr", "Br", "C", "C", "C", "Br", "C", "C", "C", "C", "N", "C", "C", "O", "H", "H", "H", "H", "O", "C", "O", "C", "O", "O", "C", "N", "C", "C", "N", "N", "C", "N", "N", "H", "H", "H", "H", "H", "H", "H", "H", "H", "H", "H", "Br", "C", "C", "C", "Br", "C", "C", "C", "C", "N", "C", "C", "O", "H", "H", "H", "H"], "xyz": [[0.27, -0.07, -0.07], [-2.48, -4.38, 0.18], [-3.17, -2.62, 0.07], [-4.55, -2.43, 0.17], [-5.08, -1.17, 0.09], [-6.96, -0.96, 0.19], [-4.23, -0.05, -0.05], [-4.66, 1.30, -0.10], [-3.74, 2.30, -0.16], [-2.38, 1.99, -0.14], [-1.94, 0.75, -0.10], [-2.84, -0.27, -0.10], [-2.27, -1.58, -0.14], [-0.99, -1.72, -0.33], [-5.20, -3.29, 0.31], [-5.72, 1.51, -0.09], [-4.05, 3.34, -0.21], [-1.62, 2.76, -0.17], [0.15, -0.97, -3.82], [0.31, -0.45, -2.75], [1.03, -0.92, -1.76], [-0.32, 0.94, -2.39], [-1.28, 1.39, -2.95], [0.29, 1.47, -1.36], [-0.94, -0.86, 4.97], [-0.35, -1.93, 4.19], [0.58, -2.82, 4.89], [-0.30, -1.79, 2.84], [-0.74, -0.81, 2.15], [0.24, -2.91, 2.16], [1.01, -2.74, 1.03], [1.13, -3.82, 0.23], [1.68, -1.63, 0.88], [-1.19, -1.24, 5.96], [-1.87, -0.52, 4.51], [-0.26, -0.01, 5.08], [0.26, -2.90, 5.92], [1.60, -2.42, 4.86], [0.58, -3.81, 4.45], [-1.04, -0.01, 2.69], [-0.31, -3.75, 2.19], [0.37, -4.48, 0.22], [1.49, -3.62, -0.69], [2.31, -1.71, 0.08], [0.08, 3.45, 3.45], [1.57, 3.20, 2.30], [2.65, 4.08, 2.34], [3.70, 3.89, 1.49], [5.15, 5.12, 1.55], [3.73, 2.80, 0.59], [4.77, 2.53, -0.33], [4.70, 1.42, -1.13], [3.58, 0.58, -1.03], [2.60, 0.80, -0.19], [2.64, 1.90, 0.59], [1.51, 2.11, 1.44], [0.50, 1.29, 1.41], [2.65, 4.91, 3.03], [5.62, 3.20, -0.39], [5.48, 1.19, -1.84], [3.49, -0.30, -1.66]], "total_energy_ha": -12104.15213, "orbital_gap_ev": 7.56, "homo_ev": -8.00, "de_lowest_kj_mol": 129.4, "lumo_ev": -0.433}

5.
{"formula": "C6H10N4O2S", "method": "ωB97M-V/def2-TZVPD", "species": ["C", "C", "C", "C", "C", "C", "N", "N", "N", "N", "O", "O", "S", "H", "H", "H", "H", "H", "H", "H", "H", "H", "H"], "xyz": [[-1.65, -1.14, -2.03], [-2.73, -0.42, -1.37], [-0.13, -0.72, -0.32], [2.76, -1.66, -0.56], [-0.93, 2.48, 0.03], [2.24, -1.55, 0.86], [-0.66, -1.49, -1.13], [-2.38, 0.70, -0.56], [-1.15, 1.21, -0.66], [-3.52, 1.32, 0.06], [-1.61, -1.45, -3.16], [-3.89, -0.83, -1.39], [0.87, -0.27, 0.88], [3.55, -2.43, -0.58], [2.02, -1.84, -1.41], [3.27, -0.75, -0.88], [0.13, 2.56, 0.32], [-1.33, 3.36, -0.63], [-1.61, 2.58, 0.99], [3.09, -0.93, 1.31], [2.16, -2.35, 1.47], [-4.26, 0.61, 0.11], [-3.76, 2.27, -0.41]], "total_energy_ha": -1002.10498, "orbital_gap_ev": [7.45, 6.69], "homo_ev": [-7.43, -6.91], "de_lowest_kj_mol": 318.2, "lumo_ev": [0.020, -0.221]}

6.
{"formula": "C34H59N7O6Si2Y", "method": "ωB97M-V/def2-TZVPD", "species": ["Y", "C", "N", "C", "C", "O", "C", "O", "C", "C", "O", "N", "C", "C", "H", "H", "H", "H", "H", "H", "H", "H", "H", "H", "H", "H", "H", "H", "H", "H", "C", "O", "C", "C", "C", "C", "C", "C", "O", "C", "O", "C", "H", "H", "H", "H", "H", "H", "H", "H", "H", "C", "Si", "C", "C", "C", "Si", "C", "C", "C", "H", "H", "H", "H", "H", "H", "H", "H", "H", "H", "H", "H", "H", "H", "H", "H", "H", "H", "H", "C", "C", "C", "N", "C", "C", "H", "H", "H", "H", "H", "C", "C", "C", "C", "N", "C", "N", "N", "N", "H", "H", "H", "H", "H", "H", "H", "H", "H", "H"], "xyz": [[0.07, -0.27, 0.41], [2.55, 2.83, -3.91], [1.33, 2.22, -3.40], [0.06, 2.69, -3.96], [1.33, 1.30, -2.43], [0.31, 0.84, -1.93], [2.68, 0.82, -1.91], [2.50, -0.39, -1.20], [2.59, -1.56, -1.98], [1.29, -2.35, -1.93], [0.33, -1.93, -1.29], [1.27, -3.52, -2.58], [0.09, -4.37, -2.52], [2.45, -4.02, -3.29], [2.30, 3.79, -4.34], [3.02, 2.21, -4.68], [3.27, 3.01, -3.11], [-0.16, 3.70, -3.62], [-0.73, 2.02, -3.66], [0.13, 2.69, -5.05], [3.06, 1.56, -1.21], [3.41, 0.70, -2.71], [3.39, -2.18, -1.58], [2.84, -1.33, -3.02], [-0.69, -3.87, -1.96], [0.35, -5.31, -2.02], [-0.26, -4.59, -3.53], [2.74, -3.37, -4.11], [2.20, -4.99, -3.70], [3.29, -4.15, -2.61], [-5.43, -0.36, 6.24], [-4.12, -0.19, 5.71], [-3.96, -0.19, 4.38], [-5.03, -0.33, 3.47], [-4.74, -0.31, 2.13], [-3.43, -0.18, 1.62], [-3.23, -0.19, 0.20], [-4.40, -0.19, -0.74], [-2.10, -0.18, -0.34], [-2.36, -0.05, 2.56], [-1.12, 0.09, 2.19], [-2.66, -0.04, 3.93], [-5.32, -0.33, 7.32], [-5.85, -1.31, 5.94], [-6.08, 0.46, 5.92], [-6.05, -0.45, 3.81], [-5.56, -0.42, 1.44], [-5.05, 0.67, -0.56], [-5.00, -1.09, -0.62], [-4.03, -0.15, -1.76], [-1.85, 0.06, 4.64], [0.46, -5.10, 1.58], [-0.20, -3.38, 1.96], [-1.76, -3.25, 0.90], [-0.79, -3.43, 3.73], [1.01, -1.99, 1.77], [2.77, -2.52, 1.84], [4.06, -1.15, 1.59], [3.21, -3.85, 0.57], [3.21, -3.19, 3.55], [-0.35, -5.81, 1.77], [1.30, -5.38, 2.22], [0.77, -5.23, 0.54], [-2.10, -4.26, 0.65], [-1.65, -2.72, -0.05], [-2.57, -2.76, 1.46], [-1.52, -4.23, 3.88], [-1.26, -2.48, 4.01], [0.05, -3.61, 4.41], [0.85, -1.47, 2.74], [5.00, -1.61, 1.28], [4.27, -0.64, 2.53], [3.80, -0.40, 0.84], [2.51, -3.89, -0.27], [3.20, -4.84, 1.03], [4.22, -3.68, 0.18], [2.57, -2.74, 4.32], [4.25, -2.99, 3.82], [3.07, -4.28, 3.61], [-1.89, 4.90, 0.70], [-1.92, 4.21, -0.50], [-1.36, 2.95, -0.56], [-0.78, 2.35, 0.48], [-0.78, 3.02, 1.64], [-1.31, 4.28, 1.80], [-2.31, 5.89, 0.79], [-2.39, 4.64, -1.38], [-1.39, 2.37, -1.48], [-0.35, 2.49, 2.48], [-1.27, 4.77, 2.76], [1.99, 1.51, 5.93], [2.79, 2.71, 5.42], [1.88, 3.89, 5.09], [3.72, 2.38, 4.26], [3.01, 2.07, 3.01], [2.13, 1.11, 2.73], [1.78, 1.23, 1.48], [2.47, 2.28, 0.98], [3.23, 2.77, 1.89], [1.64, 1.70, 6.95], [2.58, 0.60, 5.95], [1.09, 1.34, 5.32], [3.47, 3.02, 6.21], [1.19, 3.64, 4.27], [2.44, 4.78, 4.80], [1.26, 4.15, 5.95], [4.38, 1.55, 4.49], [4.34, 3.24, 4.01], [1.77, 0.36, 3.42]], "total_energy_ha": -2783.05581, "orbital_gap_ev": 8.01, "homo_ev": -9.73, "de_lowest_kj_mol": 7.0, "lumo_ev": -1.725, "charge": 1}